This record from the OMol25 dataset describes a molecular structure, C8H10S at a distorted geometry. The level of theory is wB97M-V/def2-TZVPD.

## Properties
Charge   0
Spin multiplicity   1
E_HOMO (spin up / spin down)   -7.88 / -8.07 eV
Max |F|   4.785 eV/Å
Energy above the lowest of the compared OMol25 structures with the same formula, charge and spin   5.836 eV

Element x y z (Å)
C1 2.13 1.44 0.31
C2 3.38 0.94 0.11
C3 1.18 0.45 0.08
C4 1.74 -0.73 -0.30
C5 0.50 -1.40 -0.48
C6 -0.21 -0.08 -0.13
C7 -1.05 -0.04 1.20
C8 -0.98 0.47 -1.21
S1 3.49 -0.77 -0.24
H1 1.86 2.44 0.75
H2 4.24 1.54 0.28
H3 0.30 -2.05 -1.31
H4 0.32 -2.79 0.98
H5 -1.54 0.98 1.13
H6 -0.57 -0.37 2.15
H7 -1.88 -0.80 1.05
H8 -0.29 0.52 -2.14
H9 -1.13 1.59 -1.00
H10 -1.93 -0.04 -1.44

---

This record from the OMol25 dataset describes a single C8H10SSi molecule at a distorted geometry. The level of theory is wB97M-V/def2-TZVPD.

## Properties
Charge   0
Spin multiplicity   1
E_HOMO   -8.94 eV
SMILES   C#C[Si](C)(C)c1cccs1
Max |F|   2.697 eV/Å
Energy above the lowest of the compared OMol25 structures with the same formula, charge and spin   1.405 eV

Element x y z (Å)
C1 0.35 3.36 -0.63
C2 0.65 2.27 -0.23
Si1 0.64 0.39 0.07
C3 1.24 0.07 1.95
C4 2.17 -0.82 -1.19
C5 -1.24 0.16 -0.07
C6 -1.99 -0.49 -0.99
C7 -3.37 -0.18 -0.81
C8 -3.64 0.80 0.10
S1 -2.16 1.21 0.93
H1 0.23 4.38 -0.97
H2 2.15 0.71 2.23
H3 0.52 0.19 2.77
H4 1.70 -0.93 1.91
H5 2.91 -0.10 -1.49
H6 2.53 -1.61 -0.43
H7 1.85 -1.38 -2.16
H8 -1.75 -1.24 -1.74
H9 -4.11 -0.60 -1.47
H10 -4.55 1.26 0.39

---

This record from the OMol25 dataset describes a single C8H11BO3 molecule at a distorted geometry. The level of theory is wB97M-V/def2-TZVPD.

## Properties
Charge   0
Spin multiplicity   1
E_HOMO   -8.23 eV
SMILES   C=C/C=C\C=C(/B(O)O)C(C)=O
Max |F|   3.337 eV/Å
Energy above the lowest of the compared OMol25 structures with the same formula, charge and spin   0.005 eV

Element x y z (Å)
C1 1.36 -0.95 1.30
C2 2.42 -0.46 0.62
C3 2.66 -0.75 -0.79
C4 1.64 -0.83 -1.66
C5 0.18 -0.74 -1.45
C6 -0.56 0.02 -0.61
B1 -0.51 1.55 0.01
O1 -1.32 2.44 -0.60
O2 0.24 1.85 1.13
C7 -1.94 -0.54 -0.54
C8 -2.50 -0.29 0.88
O3 -2.45 -1.10 -1.47
H1 1.03 -0.60 2.27
H2 0.60 -1.53 0.83
H3 3.09 0.20 1.15
H4 3.67 -0.99 -1.11
H5 1.70 -0.99 -2.74
H6 -0.41 -1.54 -1.80
H7 -1.21 3.39 -0.30
H8 0.07 2.75 1.43
H9 -1.84 -0.96 1.41
H10 -3.54 -0.64 0.83
H11 -2.37 0.71 1.22

---

This record from the OMol25 dataset describes a molecular structure, C8H11CeN2O3 at a distorted geometry. The level of theory is wB97M-V/def2-TZVPD.

## Properties
Charge   +1
Spin multiplicity   1
E_HOMO   -13.12 eV
Max |F|   4.557 eV/Å
Energy above the lowest of the compared OMol25 structures with the same formula, charge and spin   0.660 eV

Element x y z (Å)
Ce1 -0.17 0.14 -0.10
C1 -1.12 -0.80 2.12
C2 -1.59 -1.68 1.11
C3 -0.47 -2.38 0.59
C4 0.69 -1.92 1.27
C5 0.28 -0.95 2.23
H1 -1.75 -0.26 2.83
H2 -2.63 -1.92 0.90
H3 -0.51 -3.23 -0.08
H4 1.67 -2.40 1.23
H5 0.90 -0.55 3.02
N1 2.27 0.87 -0.49
N2 1.46 1.94 -1.06
C6 0.70 2.76 -0.05
O1 0.83 3.95 -0.16
O2 0.02 2.06 0.74
H6 3.05 1.27 0.06
H7 2.69 0.34 -1.26
H8 2.02 2.60 -1.62
C7 -0.49 -0.55 -3.88
C8 -0.29 -0.37 -2.37
O3 -1.34 -0.02 -1.76
H9 -1.36 0.00 -4.24
H10 -0.65 -1.61 -4.06
H11 0.40 -0.24 -4.42

---

This record from the OMol25 dataset describes a single C8H11Cl molecule at a distorted geometry. The level of theory is wB97M-V/def2-TZVPD.

## Properties
Charge   0
Spin multiplicity   1
E_HOMO (spin up / spin down)   -6.62 / -7.29 eV
Max |F|   3.116 eV/Å
Energy above the lowest of the compared OMol25 structures with the same formula, charge and spin   6.735 eV

Element x y z (Å)
C1 -1.04 1.07 -2.64
C2 0.30 1.27 -2.67
C3 1.43 1.45 -2.25
C4 -0.40 0.39 -0.22
C5 2.81 1.65 -2.00
C6 -2.00 -0.20 1.83
C7 -0.36 -1.84 0.71
C8 -0.66 -0.34 1.12
Cl1 -1.66 0.34 -1.21
H1 -1.75 1.01 -3.42
H2 3.31 2.45 -2.62
H3 3.33 0.72 -2.29
H4 2.96 1.83 -0.93
H5 -2.26 -1.11 2.34
H6 -2.02 0.58 2.60
H7 -2.80 -0.24 1.04
H8 0.63 -2.02 0.37
H9 -0.34 -2.53 1.60
H10 -1.15 -2.14 -0.02
H11 0.06 0.03 1.77

---

This record from the OMol25 dataset describes 4 unconnected molecules or ions with the total composition C8H11Cl6N at a distorted geometry. The level of theory is wB97M-V/def2-TZVPD.

## Properties
Charge   0
Spin multiplicity   1
E_HOMO   -10.02 eV
SMILES   c1ccncc1.ClCCl.ClCCl.ClCCl
Max |F|   3.162 eV/Å
Energy above the lowest of the compared OMol25 structures with the same formula, charge and spin   0.756 eV

Element x y z (Å)
C1 0.71 1.70 2.12
C2 -0.65 1.55 1.92
C3 -1.15 1.18 0.67
N1 -0.41 0.95 -0.40
C4 0.87 1.16 -0.24
C5 1.52 1.48 0.97
H1 1.01 2.07 3.08
H2 -1.26 1.85 2.76
H3 -2.26 1.14 0.56
H4 1.44 1.03 -1.13
H5 2.53 1.65 1.04
Cl1 -1.13 3.79 -3.80
C6 0.00 3.28 -2.50
Cl2 1.49 2.53 -3.25
H6 0.34 4.16 -1.92
H7 -0.49 2.48 -1.97
Cl3 -0.10 -3.22 -1.63
C7 -1.64 -2.37 -1.88
Cl4 -3.00 -3.23 -1.08
H8 -1.59 -1.34 -1.56
H9 -1.98 -2.26 -2.84
Cl5 1.90 -5.40 1.95
C8 0.95 -3.90 2.20
Cl6 2.10 -2.57 2.56
H10 0.38 -3.62 1.28
H11 0.41 -4.09 3.09